(1)
70
Properties=species:S:1:pos:R:3:forces:R:3:lowdin_spin:R:1 method="wB97M-V/def2-TZVPD" energy_ev=-120312.088 e_homo_ev="-16.47 / -16.58" gap_ev="6.06 / 5.67" charge=+3 spin_multiplicity=2 relative_energy_kcal_mol=101.4 s2=1.145 max_force_ev_per_a=2.28
Re -0.2802 0.4174 -0.3631 -1.54 0.27 1.67 0.36
C -3.0952 1.7877 0.9660 0.33 0.03 0.60 0.00
C -1.9953 1.7831 2.0386 -0.29 0.34 -0.36 0.00
N -1.1739 0.5615 2.0014 1.46 0.46 -1.35 0.00
C -1.7053 -0.5736 2.7810 -0.31 -0.73 -0.02 0.00
C -3.0416 -1.1507 2.3336 0.14 -0.10 -0.46 0.00
S -3.0501 -1.7309 0.6006 -0.40 0.06 0.23 0.00
C -4.3434 -0.7103 -0.1831 0.52 -0.18 0.19 0.00
C -3.7927 0.4815 -0.9672 -0.36 -0.39 -0.33 0.00
N -2.6613 1.1860 -0.3206 1.40 0.23 -0.50 0.00
H -3.4310 2.8188 0.8270 -0.04 -0.09 -0.08 0.00
H -3.9535 1.2311 1.3272 0.00 0.02 -0.10 0.00
H -2.4635 1.9064 3.0226 0.11 0.01 -0.09 0.00
H -1.3299 2.6344 1.8719 0.00 -0.12 0.12 0.00
H -0.2852 0.7866 2.4549 -0.23 0.04 -0.06 0.00
H -1.8293 -0.2705 3.8284 0.20 0.14 -0.10 0.00
H -0.9542 -1.3641 2.7493 -0.01 0.10 0.09 0.00
H -3.8617 -0.4547 2.4785 -0.11 -0.04 0.11 0.00
H -3.2406 -2.0383 2.9347 -0.03 0.17 0.15 0.00
H -5.0529 -0.4116 0.5872 -0.05 -0.06 -0.08 0.00
H -4.8672 -1.3731 -0.8729 -0.08 0.11 0.05 0.00
H -4.6214 1.1837 -1.1230 0.18 0.05 0.00 0.00
H -3.4631 0.1630 -1.9568 -0.01 0.08 0.04 0.00
H -2.4481 1.9426 -0.9746 -0.21 -0.05 0.17 0.00
Se 6.0053 4.8538 -0.1456 -0.22 -0.24 -0.06 0.00
N 5.7091 3.1899 -0.5926 0.18 -1.29 -0.39 0.00
C 4.4120 2.9655 -0.6647 0.62 1.28 0.31 0.00
C 3.7978 1.7244 -1.0300 -0.79 -0.54 -0.08 0.00
C 4.5102 0.6384 -1.5499 -0.39 -0.04 0.11 0.00
C 3.8074 -0.4968 -1.9010 -0.13 0.14 0.01 0.00
C 2.4378 -0.5583 -1.6645 0.30 -0.58 -0.14 0.00
N 1.7394 0.4548 -1.1534 -0.68 0.35 0.60 0.01
C 2.3949 1.6167 -0.8981 0.92 0.17 -0.06 0.00
C 1.5834 2.7642 -0.5917 0.24 0.75 0.20 0.00
N 0.2353 2.5789 -0.5596 0.06 -0.03 0.05 0.00
C -0.5139 3.6821 -0.5126 -0.21 0.13 -0.04 0.00
C -0.0063 4.9757 -0.4468 0.18 -0.07 0.04 0.00
C 1.3569 5.1630 -0.3613 -0.20 -0.36 0.06 0.01
C 2.1787 4.0341 -0.4288 -0.86 -0.38 -0.02 0.00
C 3.6060 4.1122 -0.3674 1.37 0.06 -0.04 0.00
N 4.2964 5.1956 -0.0743 -1.20 0.64 0.12 0.00
H 5.5780 0.7260 -1.6806 0.13 -0.04 -0.02 0.00
H 4.3063 -1.3401 -2.3507 -0.01 -0.12 -0.01 0.00
H 1.8954 -1.4622 -1.8954 -0.05 -0.02 0.01 0.00
H -1.5852 3.5605 -0.5447 -0.08 -0.02 0.08 0.00
H -0.6875 5.8115 -0.4481 -0.09 0.05 0.02 0.00
H 1.8105 6.1351 -0.2556 0.01 0.18 -0.01 0.00
C 2.0959 -3.3925 2.8680 -0.11 0.04 -0.15 0.06
C 2.3149 -2.0515 2.5593 0.02 0.05 0.05 0.01
C 1.5599 -1.4237 1.5911 -0.08 0.08 -0.21 0.05
C 0.5786 -2.1369 0.8728 0.61 -0.10 0.80 0.03
C 0.3173 -3.4675 1.2505 -0.26 0.16 -0.13 0.05
C 1.0712 -4.0809 2.2305 0.02 0.03 0.12 0.00
N -0.0930 -1.5328 -0.1891 0.13 -0.14 -0.45 0.21
C -0.3712 -2.3687 -1.2640 -0.35 -0.38 -0.86 0.03
C -1.4234 -2.0368 -2.1411 0.04 0.20 0.17 0.04
C -1.7119 -2.8126 -3.2381 -0.01 -0.06 -0.06 0.01
C -0.9511 -3.9473 -3.5088 0.08 0.05 0.08 0.07
C 0.1122 -4.2779 -2.6767 -0.01 0.00 0.05 0.00
C 0.4042 -3.5089 -1.5699 0.13 0.09 0.11 0.06
H 2.7176 -3.8922 3.5958 -0.01 0.00 0.10 0.00
H 3.0931 -1.5022 3.0671 0.07 0.04 0.04 0.00
H 1.7829 -0.3925 1.3311 0.02 -0.05 0.03 0.01
H -0.5054 -3.9951 0.7897 -0.02 -0.07 -0.04 0.00
H 0.8550 -5.1025 2.5005 -0.02 -0.11 0.02 0.00
H -2.0407 -1.1862 -1.8918 0.02 -0.06 -0.09 0.00
H -2.5419 -2.5590 -3.8785 -0.08 0.05 -0.06 0.00
H -1.1771 -4.5646 -4.3647 -0.04 -0.04 -0.08 0.00
H 0.7237 -5.1388 -2.8952 0.06 -0.09 -0.04 0.00
H 1.2614 -3.7603 -0.9609 0.03 -0.01 -0.05 0.00

(2)
44
Properties=species:S:1:pos:R:3:forces:R:3:mulliken_charge:R:1 method="wB97M-V/def2-TZVPD" energy_ev=-56323.150 e_homo_ev=-8.51 gap_ev=8.76 relative_energy_kcal_mol=70.8 max_force_ev_per_a=1.88
O -2.6004 -1.1442 2.0026 0.03 0.00 -0.34 -0.65
C -2.7857 -1.1347 0.8100 -0.01 -0.02 0.56 0.85
O -1.9035 -1.5884 -0.1030 0.05 0.02 -0.20 -0.17
C -0.6838 -2.1252 0.1975 0.40 -0.20 0.23 0.19
C -0.0701 -2.0756 1.3988 -0.79 0.38 -0.12 -0.49
O 1.1453 -2.6008 1.6215 0.31 -0.21 0.03 -0.30
C 1.8026 -3.1794 0.6022 -0.11 -0.40 -0.68 -0.04
C 3.1764 -3.6264 1.0022 0.39 0.38 -0.23 -0.78
S 4.4631 -3.2171 -0.2365 -0.04 -0.65 0.17 -0.12
C 4.2985 -1.4978 -0.3708 -0.75 0.70 0.53 0.53
N 5.0870 -0.8041 -1.1175 0.54 -1.65 -0.09 -0.53
N 4.8005 0.4906 -1.1392 -0.32 1.84 -0.14 -0.45
C 3.7834 0.7996 -0.4085 -0.20 -1.07 0.39 0.20
N 3.2825 2.0647 -0.2842 0.01 0.40 -0.06 0.02
C 2.1438 2.3069 0.4423 0.13 0.29 -0.14 0.62
O 1.5815 1.4002 1.0253 -0.22 0.20 0.15 -0.65
C 1.6619 3.7041 0.4708 -0.26 0.12 0.15 -0.47
C 1.7841 4.6054 -0.7344 -0.04 0.05 -0.08 -0.55
C 2.6204 4.8705 0.4673 0.05 0.08 0.05 -0.55
S 3.0419 -0.5387 0.4302 1.00 -0.18 -0.70 0.18
C 1.2772 -3.3072 -0.6318 -0.05 0.01 0.37 0.00
C -0.0406 -2.7881 -0.9618 -0.06 0.12 0.38 0.41
O -0.5599 -2.8718 -2.0576 -0.06 0.03 -0.02 -0.66
C -4.0146 -0.6355 0.1557 -0.30 0.13 -0.18 0.10
C -4.2037 -0.7238 -1.2226 0.09 -0.02 0.16 -0.38
C -5.3731 -0.2451 -1.7832 -0.08 0.03 -0.06 -0.61
C -6.3532 0.3199 -0.9818 0.01 -0.01 -0.02 -0.37
C -6.1680 0.4076 0.3895 -0.05 0.02 0.01 -0.56
C -5.0034 -0.0688 0.9589 0.23 -0.11 -0.01 -0.45
H -0.4875 -1.6115 2.2792 0.07 -0.08 -0.13 0.57
H 3.2312 -4.7123 1.0885 0.00 0.05 0.06 0.42
H 3.4429 -3.1724 1.9573 -0.07 -0.11 0.01 0.36
H 3.7622 2.7894 -0.7974 -0.06 -0.05 0.04 0.25
H 0.7667 3.7955 1.0723 0.07 0.02 -0.05 0.49
H 0.9524 5.2615 -0.9393 -0.06 0.02 0.05 0.26
H 2.2476 4.2126 -1.6271 0.08 -0.08 -0.02 0.23
H 2.3688 5.7107 1.0956 -0.07 0.02 0.03 0.26
H 3.6801 4.6664 0.4311 0.06 -0.09 -0.04 0.23
H 1.8427 -3.7783 -1.4204 0.12 0.00 -0.02 0.51
H -3.4398 -1.1691 -1.8404 0.07 -0.04 -0.05 0.51
H -5.5232 -0.3142 -2.8503 0.00 -0.01 -0.08 0.40
H -7.2646 0.6914 -1.4268 -0.07 0.03 -0.04 0.39
H -6.9333 0.8470 1.0119 -0.05 0.03 0.05 0.39
H -4.8358 -0.0134 2.0239 0.00 0.01 0.08 0.43

(3)
78
Properties=species:S:1:pos:R:3:forces:R:3:mulliken_charge:R:1 method="wB97M-V/def2-TZVPD" energy_ev=-84075.841 e_homo_ev=-9.99 gap_ev=6.79 charge=+1 relative_energy_kcal_mol=0.0 max_force_ev_per_a=0.74
Pt 0.5206 0.0270 0.3737 0.40 -0.43 -0.17 -0.20
C 3.0836 -3.3365 2.1551 0.04 0.09 0.01 -1.71
C 2.2318 -2.1677 1.7700 0.22 -0.27 -0.16 0.43
N 1.2438 -2.2147 0.9618 -0.31 0.37 0.22 0.18
O 1.0248 -3.4633 0.3816 0.05 -0.15 0.11 -0.60
C 2.5165 -0.8326 2.3454 0.09 0.10 0.19 0.84
C 3.4431 -0.7117 3.5095 0.00 -0.07 -0.02 -1.90
N 1.9483 0.1740 1.7852 -0.20 0.18 -0.10 0.51
O 2.1474 1.3815 2.4377 0.17 -0.08 0.10 -0.49
H 2.9473 -4.1527 1.4560 0.01 -0.01 -0.02 0.44
H 2.8120 -3.6846 3.1548 0.00 0.02 0.00 0.35
H 4.1344 -3.0493 2.1847 -0.02 -0.02 0.00 0.41
H 0.1717 -3.7430 0.7539 -0.07 0.07 -0.12 0.35
H 3.2851 -1.5314 4.2093 0.00 0.01 -0.02 0.48
H 3.3060 0.2340 4.0198 -0.01 0.02 0.01 0.41
H 4.4772 -0.7689 3.1594 -0.01 0.00 0.01 0.37
N -6.0230 5.8962 0.8280 0.02 -0.05 0.00 -0.47
C -4.9625 5.3264 0.1944 0.00 0.02 0.00 1.20
C -3.6872 5.3405 0.7870 -0.03 0.00 0.00 -0.91
C -2.6130 4.7760 0.1412 0.01 0.00 0.00 -0.38
C -2.7924 4.1898 -1.1105 -0.04 -0.19 -0.01 -0.34
C -4.0479 4.1576 -1.7099 0.02 0.00 -0.03 -0.36
C -5.1229 4.7225 -1.0632 -0.05 0.02 0.01 -0.82
S -1.4430 3.4672 -1.9158 0.08 0.26 -0.01 1.43
O -1.7096 3.3172 -3.3069 -0.03 -0.07 0.05 -0.75
O -0.2261 4.1265 -1.4595 -0.19 0.41 -0.08 -0.81
N -1.0903 2.0253 -1.1702 0.22 0.19 -0.16 0.25
C -1.6379 0.8226 -1.4709 -0.12 -0.07 0.03 0.79
N -0.9502 -0.2420 -0.9890 -0.27 0.12 -0.05 0.38
C -1.3987 -1.4582 -1.3118 0.03 -0.03 -0.06 0.05
C -2.5237 -1.6265 -2.0857 -0.03 -0.15 -0.03 -0.85
C -3.1906 -0.4737 -2.4790 -0.01 0.02 -0.01 -0.45
N -2.7644 0.7403 -2.1728 0.12 0.06 0.08 -0.43
H -5.9154 6.3346 1.7228 0.00 0.01 0.00 0.19
H -6.9333 5.9012 0.4087 0.00 0.01 -0.01 0.19
H -3.5522 5.8115 1.7527 0.00 -0.01 -0.01 0.30
H -1.6283 4.8004 0.5900 -0.01 0.00 -0.01 0.46
H -4.1636 3.7003 -2.6835 0.00 0.00 0.02 0.48
H -6.1002 4.7134 -1.5299 0.01 0.00 0.01 0.30
H -0.8132 -2.2891 -0.9371 -0.02 0.00 -0.01 0.49
H -2.8694 -2.6100 -2.3676 0.02 0.01 0.01 0.50
H -4.1032 -0.5255 -3.0630 0.01 -0.01 0.01 0.45
C 4.9765 3.9424 0.8000 0.00 -0.01 0.00 -0.67
C 4.8734 2.6600 0.2940 -0.01 0.00 0.04 -0.67
C 3.9505 1.7609 0.8229 0.02 -0.03 0.05 0.03
C 3.1274 2.1835 1.8489 0.02 0.06 -0.13 0.24
C 3.2169 3.4641 2.3741 -0.06 0.01 0.04 -0.27
C 4.1487 4.3384 1.8471 0.01 0.00 -0.02 -0.55
Si 0.6159 2.1696 -0.5146 0.22 -0.63 0.32 -0.15
C 1.9864 2.2363 -1.8049 -0.13 0.00 -0.06 1.01
C 2.7159 1.0693 -2.0670 -0.09 0.02 -0.13 -0.33
C 3.7672 1.0584 -2.9718 -0.02 -0.01 0.02 -0.84
C 4.1184 2.2244 -3.6376 0.03 -0.05 -0.01 -0.53
C 3.4071 3.3890 -3.3993 -0.05 0.07 0.04 -0.72
C 2.3488 3.3955 -2.5001 0.11 -0.02 0.13 -0.38
H 5.6939 4.6361 0.3832 -0.01 -0.01 0.00 0.43
H 5.5006 2.3434 -0.5291 -0.01 0.00 0.00 0.40
H 3.8681 0.7667 0.4084 0.00 0.02 0.01 0.33
H 2.5501 3.7570 3.1749 0.01 0.01 -0.02 0.50
H 4.2242 5.3399 2.2490 0.00 0.00 0.00 0.42
H 0.7105 3.0433 0.6673 -0.08 0.19 -0.18 -0.33
H 2.4452 0.1525 -1.5549 0.02 0.00 -0.01 0.29
H 4.3088 0.1395 -3.1611 -0.01 0.01 0.00 0.41
H 4.9377 2.2228 -4.3457 -0.01 -0.01 0.01 0.39
H 3.6705 4.3011 -3.9198 0.00 -0.01 0.01 0.43
H 1.8109 4.3156 -2.3324 -0.01 0.02 -0.02 0.55
S -1.5146 -0.4744 2.4333 -0.09 -0.24 0.10 -0.25
C -2.0423 -2.0351 2.1338 0.08 0.46 0.07 0.44
N -3.1967 -2.2334 1.4253 -0.05 -0.11 -0.07 0.03
C -3.7144 -3.4457 1.1058 -0.06 0.00 -0.04 -0.35
C -3.0859 -4.5839 1.4864 -0.06 -0.12 -0.03 -0.65
C -1.8951 -4.4619 2.2433 0.01 0.03 0.01 0.05
C -1.3916 -3.2335 2.5542 0.06 -0.08 0.07 -1.06
H -3.6837 -1.3929 1.1425 0.03 0.02 0.02 0.26
H -4.6388 -3.4289 0.5461 0.01 -0.02 0.01 0.43
H -3.5010 -5.5485 1.2384 -0.01 0.02 -0.01 0.45
H -1.3919 -5.3556 2.5930 0.00 0.02 -0.01 0.42
H -0.5041 -3.1192 3.1610 -0.01 -0.01 -0.01 0.49

(4)
48
Properties=species:S:1:pos:R:3:forces:R:3:lowdin_spin:R:1 method="wB97M-V/def2-TZVPD" energy_ev=-105207.233 e_homo_ev="1.91 / -2.49" gap_ev="2.24 / 6.63" charge=-2 spin_multiplicity=6 relative_energy_kcal_mol=30.8 s2=8.767 max_force_ev_per_a=3.90
Fe -4.1229 7.6734 11.6244 -0.81 0.56 -1.46 3.76
O -2.6097 4.3214 12.4628 -2.27 0.19 0.02 0.00
S -4.0249 4.7082 12.5693 2.30 -1.27 0.50 0.01
O -4.8949 3.8772 13.3666 0.40 0.55 -0.61 0.00
O -4.1323 6.1508 12.8826 -0.57 -0.17 -0.19 0.05
O -4.6019 4.6704 11.0283 -0.63 -1.50 -1.32 0.01
N -4.9898 9.3214 13.8323 0.13 2.46 0.50 0.00
N -4.0040 9.4547 12.7791 -0.17 -0.04 -0.41 0.04
H -5.8810 9.3185 13.3443 -0.47 -0.60 -0.26 0.00
H -4.9927 10.2915 14.2447 -0.24 -1.32 0.11 0.00
H -3.1004 9.4737 13.2501 -0.08 0.27 -0.49 0.00
H -4.1750 10.3070 12.2055 0.54 -0.74 0.53 0.00
C -11.3662 14.1866 11.0832 -0.50 -0.66 -0.55 0.04
C -10.1954 13.6238 10.3727 -1.09 0.06 -0.34 0.18
C -10.0989 13.7836 9.0208 0.44 1.46 -1.21 0.04
C -8.9437 13.5103 8.3349 0.20 0.22 -2.56 0.20
C -8.0080 12.7014 8.9974 2.66 -1.82 -0.23 0.19
C -8.1093 12.4282 10.3523 0.61 0.46 1.02 0.05
C -9.1846 12.9232 11.0404 0.19 -0.24 1.32 0.09
S -6.5782 11.9821 8.1976 -3.74 1.03 -0.40 0.06
O -7.0499 11.9686 6.7977 1.81 0.25 0.62 0.02
O -5.4168 12.6610 8.7360 0.70 -0.39 -0.86 0.01
N -6.3439 10.4195 8.6070 0.33 -0.20 0.08 0.02
C -7.2692 9.3340 8.2775 0.04 0.04 0.35 0.00
C -8.0184 8.8516 9.5344 1.83 -1.13 -1.01 0.00
C -6.9296 8.6276 10.6767 -3.51 -0.15 -0.54 0.01
O -7.3860 8.8517 11.7861 0.69 0.45 1.70 0.01
O -5.8160 8.1148 10.3890 2.05 -0.41 -0.07 0.05
H -11.9836 13.3535 11.4079 -0.45 -0.06 0.62 0.01
H -11.9800 14.7297 10.3565 0.04 0.26 0.27 0.00
H -11.1116 14.8107 11.9362 0.04 0.23 0.26 0.02
H -10.8516 14.3436 8.4843 -0.35 0.25 0.00 0.00
H -8.6942 13.8978 7.2947 -0.74 -0.71 1.42 0.02
H -7.2163 11.9737 10.8138 -0.83 -0.12 0.15 0.00
H -9.4088 12.8309 12.1000 0.80 -0.42 0.17 0.02
H -5.4759 10.2140 9.0891 -0.25 0.00 -0.10 0.00
H -6.7153 8.4491 7.8792 -0.26 0.91 -0.01 0.00
H -7.9670 9.7482 7.5456 0.16 -0.27 -0.14 0.00
H -8.4483 7.8627 9.2584 0.25 0.30 0.40 0.00
H -8.8555 9.4791 9.8012 0.24 0.43 0.54 0.00
F -0.7885 9.3958 10.7179 -0.09 -0.88 -0.35 0.00
B -1.4526 8.2146 10.4220 -2.54 0.72 0.23 0.00
F -2.8735 8.5666 9.8850 1.28 -0.21 0.31 0.02
F -0.8672 7.3148 9.5936 0.23 0.37 0.21 0.00
F -1.9427 7.6023 11.6552 0.85 -0.17 0.05 0.03
F -4.7568 2.2887 10.5085 -0.19 -0.46 0.71 0.00
B -4.8254 3.5505 10.1790 1.22 2.27 -0.01 0.00
F -4.9484 3.7785 8.8554 -0.26 0.21 1.03 0.00